Record 1
Formula: C30H54CoN3O2Se2Si3
Source: the Open Molecules 2025 dataset
Level of theory: ωB97M-V with the def2-TZVPD basis set

```
95
Properties=species:S:1:pos:R:3:lowdin_spin:R:1
Co 0.033 -0.223 0.248 1.014
C 0.422 -3.135 3.659 0.000
Si -0.766 -1.621 3.486 0.004
C -1.301 -1.478 5.337 0.002
C -2.266 -2.358 2.555 0.000
C -0.161 0.018 2.727 0.021
Si -1.391 1.403 3.236 0.004
C -1.042 2.011 5.039 0.002
C -1.440 3.047 2.246 0.000
C -3.240 0.909 3.334 -0.001
Si 1.634 0.552 2.966 0.005
C 1.994 2.437 3.081 0.000
C 2.595 -0.152 4.479 0.001
C 2.718 0.224 1.417 -0.001
C 4.025 0.646 1.360 0.000
C 4.755 0.677 0.150 -0.002
C 4.068 0.285 -0.995 0.000
C 2.790 -0.222 -0.888 0.000
N 2.079 -0.259 0.306 -0.001
H 0.123 -3.739 4.510 0.000
H 1.456 -2.854 3.819 0.000
H 0.378 -3.770 2.783 0.000
H -1.743 -2.408 5.686 0.000
H -2.026 -0.692 5.504 0.000
H -0.444 -1.270 5.970 0.000
H -2.956 -2.869 3.221 0.000
H -1.944 -3.066 1.799 0.000
H -2.815 -1.577 2.042 0.000
H -0.304 2.804 5.067 0.000
H -0.676 1.208 5.668 0.000
H -1.947 2.400 5.496 0.000
H -0.460 3.496 2.135 0.000
H -2.080 3.772 2.743 0.000
H -1.844 2.871 1.255 0.000
H -3.408 0.019 3.926 0.000
H -3.634 0.720 2.342 -0.001
H -3.829 1.712 3.769 0.000
H 1.399 2.921 3.845 0.000
H 1.774 2.913 2.131 0.000
H 3.041 2.629 3.301 0.000
H 2.134 0.220 5.386 0.000
H 3.636 0.157 4.487 0.000
H 2.572 -1.233 4.526 0.000
H 4.510 0.965 2.272 0.000
H 5.775 1.034 0.112 0.000
H 4.544 0.320 -1.966 0.000
H 2.231 -0.490 -1.775 0.000
O -1.978 2.459 -2.216 0.000
C -2.806 1.929 -3.197 0.000
C -2.992 0.402 -3.135 0.000
C -4.132 0.071 -4.132 0.000
O -4.392 -1.303 -4.287 0.000
C -1.765 -0.351 -3.650 0.003
Se 0.045 0.150 -3.051 0.035
C -3.469 -0.036 -1.752 -0.002
Se -2.427 0.388 -0.102 -0.032
H -1.148 1.941 -2.263 0.000
H -2.424 2.183 -4.202 0.000
H -3.783 2.412 -3.070 0.000
H -3.887 0.519 -5.111 0.000
H -5.072 0.512 -3.786 0.000
H -3.544 -1.745 -4.427 0.000
H -1.717 -0.232 -4.737 0.001
H -1.841 -1.416 -3.422 0.000
H -3.654 -1.115 -1.765 0.000
H -4.422 0.465 -1.550 -0.001
C 0.387 3.962 -0.951 -0.002
C 0.364 2.632 -0.415 -0.006
N 0.318 1.582 0.053 -0.001
H 0.896 4.627 -0.252 0.000
H -0.642 4.294 -1.101 0.000
H 0.905 3.957 -1.910 0.000
C 3.451 -3.726 -0.977 0.000
N 3.260 -2.766 0.106 0.000
C 4.482 -2.586 0.890 0.000
C 2.109 -3.092 0.999 -0.001
C 0.836 -3.301 0.222 -0.005
C 0.578 -4.621 -0.150 -0.002
C -0.508 -4.954 -0.932 0.001
C -1.347 -3.928 -1.331 -0.001
C -1.106 -2.634 -0.914 -0.002
C -0.020 -2.233 -0.115 -0.033
H 4.232 -3.369 -1.644 0.000
H 2.520 -3.825 -1.533 0.000
H 3.736 -4.700 -0.576 0.000
H 3.009 -1.819 -0.346 0.000
H 4.803 -3.539 1.309 0.000
H 4.288 -1.877 1.694 0.000
H 5.273 -2.179 0.263 0.000
H 1.978 -2.254 1.681 0.000
H 2.381 -3.995 1.556 0.000
H 1.249 -5.406 0.189 0.000
H -0.692 -5.981 -1.228 0.000
H -2.208 -4.140 -1.954 0.000
H -1.814 -1.889 -1.233 0.000
```

Calculated values
E_tot   -8544.38605 hartree
<S²>   0.778
E_HOMO (alpha / beta)   -2.90 / -2.93 eV
LUMO (alpha / beta)   1.740 / 1.751 eV
Spin multiplicity   2
F_max   2.52 eV/A
Charge   -1
Frontier orbital gap (alpha / beta)   4.64 / 4.68 eV


Record 2
Formula: C30H54FeN7OP2
Source: the Open Molecules 2025 dataset
Level of theory: ωB97M-V with the def2-TZVPD basis set

```
95
Properties=species:S:1:pos:R:3:lowdin_spin:R:1
C -0.528 -0.318 -3.208 -0.004
C 0.835 1.378 -2.351 0.007
C -0.329 0.124 -4.516 0.025
C 1.221 1.742 -3.670 0.021
C 0.628 1.116 -4.748 -0.008
H -0.905 -0.342 -5.309 0.002
H 1.931 2.565 -3.772 0.001
H 0.880 1.407 -5.767 -0.001
N 0.151 0.195 -2.178 0.089
P -1.118 -2.123 -1.254 0.050
P 0.841 2.144 0.432 0.079
C -1.573 -1.373 -2.896 0.001
H -2.575 -0.919 -2.837 -0.001
H -1.635 -2.106 -3.711 0.000
C 1.023 2.299 -1.305 0.069
H 1.503 3.228 -1.646 0.002
C 0.170 4.010 0.555 0.019
C 2.490 2.155 1.447 0.019
C -2.745 -2.661 -0.433 0.010
C -0.085 -3.562 -1.891 0.009
C -0.859 3.883 1.672 0.004
H -0.394 3.662 2.640 0.000
H -1.426 4.817 1.784 0.000
H -1.576 3.087 1.446 0.001
C 1.202 5.104 0.853 0.004
H 1.752 4.980 1.787 0.000
H 1.905 5.223 0.021 0.000
H 0.659 6.059 0.937 0.001
C -0.472 4.461 -0.770 0.000
H -1.093 5.352 -0.588 0.001
H 0.288 4.773 -1.504 0.000
H -1.112 3.685 -1.218 -0.001
C 2.127 2.640 2.861 0.002
H 1.365 1.985 3.309 0.001
H 3.025 2.597 3.493 0.000
H 1.744 3.662 2.901 0.000
C 3.080 0.755 1.606 0.000
H 2.397 0.053 2.086 0.000
H 3.413 0.324 0.658 0.000
H 3.966 0.827 2.258 0.001
C 3.566 2.978 0.728 0.004
H 3.347 4.046 0.688 0.000
H 4.511 2.854 1.284 0.001
H 3.711 2.605 -0.298 0.001
C 0.419 -4.319 -0.658 0.001
H 1.059 -5.147 -0.993 0.000
H 1.025 -3.673 -0.011 0.000
H -0.398 -4.740 -0.058 0.000
C 1.117 -3.040 -2.705 -0.001
H 0.797 -2.536 -3.625 0.000
H 1.767 -2.375 -2.128 0.000
H 1.722 -3.913 -2.995 0.000
C -0.873 -4.495 -2.832 0.004
H -0.148 -5.131 -3.359 0.001
H -1.560 -5.154 -2.296 0.000
H -1.431 -3.948 -3.600 0.000
C -3.857 -1.722 -0.919 0.000
H -4.124 -1.917 -1.967 0.000
H -4.763 -1.889 -0.316 0.000
H -3.561 -0.670 -0.813 0.000
C -2.577 -2.512 1.088 0.003
H -2.373 -1.475 1.387 0.001
H -3.512 -2.812 1.581 0.000
H -1.766 -3.141 1.482 0.000
C -3.149 -4.103 -0.745 0.003
H -3.321 -4.252 -1.817 0.000
H -2.431 -4.837 -0.360 0.000
H -4.108 -4.293 -0.243 0.001
Fe -0.217 -0.231 -0.120 3.461
C 1.298 -1.246 0.121 0.014
O 2.391 -1.666 -0.033 -0.008
N -1.532 1.014 -0.448 0.039
C -2.220 1.960 -0.537 -0.003
C -3.653 2.530 -0.300 -0.001
C -3.721 3.942 -0.861 0.000
C -4.693 1.668 -1.012 -0.001
C -4.016 2.540 1.192 0.001
H -3.056 4.617 -0.314 0.000
H -3.454 3.945 -1.925 0.000
H -4.738 4.337 -0.764 0.000
H -4.886 0.746 -0.449 0.000
H -5.650 2.211 -1.054 0.000
H -4.387 1.428 -2.038 0.000
H -5.097 2.735 1.300 0.000
H -3.802 1.563 1.657 0.000
H -3.482 3.325 1.740 0.000
N 1.586 -2.097 4.713 0.001
N 0.581 -1.631 3.886 0.001
N -0.338 -0.767 4.377 0.003
C -0.811 -0.220 3.253 0.005
N -0.154 -0.635 2.151 0.057
N 0.808 -1.475 2.555 0.004
H 2.035 -2.902 4.296 0.000
H 1.234 -2.251 5.652 0.000
H -1.636 0.490 3.288 0.000
```

Calculated values
E_tot   -3580.08598 hartree
<S²>   6.074
E_HOMO (alpha / beta)   -8.82 / -8.64 eV
LUMO (alpha / beta)   -2.571 / -3.686 eV
Spin multiplicity   5
F_max   8.83 eV/A
ΔE to the lowest compared entry with this formula, charge and spin   45.0 kcal per mole
Charge   +1
Frontier orbital gap (alpha / beta)   6.25 / 4.95 eV